1.
The molecule C3H8I2OSi. Source: OMol25; level of theory: ωB97M-V/def2-TZVPD.

Summary:
orbital gap = 8.0 eV
structure (SMILES) = CC[Si](I)(I)OC
E_HOMO = -8.89 eV
DFT total energy = -29368.627 eV

Last column: natural (NBO) charge in e.
Cartesian coordinates (Å):
C1 2.2051 -0.0207 0.7693  -0.60
C2 -1.9595 1.3498 -1.3921  -0.24
C3 0.7564 -0.4028 1.2717  -0.93
O1 -1.1309 0.8059 -0.3615  -0.96
Si1 -0.5464 -0.6351 -0.0755  1.61
I1 -2.2772 -2.8744 1.0874  -0.41
I2 0.1591 -1.6669 -2.2624  -0.20
H1 2.8506 -0.7978 0.1752  0.22
H2 2.2495 0.9366 0.2984  0.21
H3 2.6604 0.0822 1.6681  0.21
H4 -2.5320 2.2794 -0.9871  0.20
H5 -2.5547 0.5638 -1.7507  0.19
H6 -1.2322 1.7486 -2.1844  0.19
H7 0.4919 0.0905 2.1580  0.26
H8 0.8600 -1.4591 1.5857  0.25



2.
The molecule C15H23N3O5S2. Source: OMol25; level of theory: ωB97M-V/def2-TZVPD.

Summary:
orbital gap = 9.6 eV
structure (SMILES) = Cc1ccc(S(=O)(=O)N2CCN(S(=O)(=O)N3CCOCC3)CC2)cc1
E_HOMO = -8.98 eV
DFT total energy = -52305.037 eV

Last column: natural (NBO) charge in e.
Cartesian coordinates (Å):
C1 1.4494 -4.1708 -0.1042  -0.63
C2 0.2389 -3.2899 -0.0276  0.00
C3 -0.4286 -2.9235 -1.1930  -0.22
C4 -1.5215 -2.0802 -1.1418  -0.14
C5 -1.9519 -1.6067 0.0819  -0.35
C6 -1.3306 -1.9835 1.2537  -0.16
C7 -0.2334 -2.8250 1.1941  -0.18
H1 0.2677 -3.1145 2.1065  0.20
H2 -1.7092 -1.6093 2.1899  0.24
S1 -3.2880 -0.4354 0.1421  2.34
O1 -3.8894 -0.4480 1.4439  -0.94
O2 -4.1324 -0.6424 -1.0037  -0.94
N1 -2.5474 1.0587 -0.0474  -0.71
C8 -2.4415 1.6196 -1.3666  -0.24
C9 -1.1394 2.4547 -1.4283  -0.23
N2 -0.4748 2.4644 -0.1397  -0.66
S2 0.2228 0.9884 0.2605  2.46
O3 -0.2468 0.4870 1.5114  -0.95
O4 0.2175 0.1378 -0.8924  -0.96
N3 1.7733 1.5553 0.5705  -0.67
C10 2.5526 1.8578 -0.6165  -0.25
H3 1.8869 2.3353 -1.3333  0.22
C11 3.1774 0.5914 -1.2146  -0.10
H4 3.8839 0.8456 -2.0070  0.19
O5 3.9202 -0.1193 -0.2458  -0.53
C12 3.1168 -0.4734 0.8593  -0.08
H5 3.7680 -1.0226 1.5415  0.20
C13 2.5375 0.7736 1.5292  -0.26
H6 1.8626 0.5012 2.3379  0.24
H7 3.3437 1.4089 1.9084  0.20
H8 2.2836 -1.1155 0.5355  0.17
H9 2.3771 -0.0452 -1.6143  0.19
H10 3.3387 2.5605 -0.3230  0.21
C14 -1.3441 2.9263 0.9233  -0.24
H11 -1.5973 3.9692 0.7200  0.21
C15 -2.6155 2.0439 1.0003  -0.24
H12 -2.6698 1.4995 1.9411  0.25
H13 -3.5199 2.6614 0.8920  0.19
H14 -0.7686 2.8678 1.8449  0.23
H15 -1.3457 3.4923 -1.7025  0.21
H16 -0.4416 2.0248 -2.1445  0.23
H17 -2.4161 0.7918 -2.0722  0.24
H18 -3.3175 2.2458 -1.5936  0.19
H19 -2.0502 -1.7870 -2.0343  0.23
H20 -0.0765 -3.2921 -2.1453  0.21
H21 1.2267 -5.0767 -0.6654  0.22
H22 1.7943 -4.4494 0.8880  0.22
H23 2.2582 -3.6527 -0.6188  0.22



no.,LUMO energy (hartree)
1,-0.0334
2,0.0227